Entry from the OMol25 dataset: a 2-piece molecular cluster, C3H6O3 overall (wB97M-V/def2-TZVPD).

## Properties
highest occupied orbital energy = -9.26 eV
Kohn-Sham gap = 10.146 eV
LUMO energy = 0.889 eV

Each line ends with the Löwdin charge.
CARTESIAN COORDINATES (ANGSTROEM)
O1 1.6018 1.2491 0.0574  0.043
O2 0.4591 -0.7319 -1.4644  -0.034
O3 -0.5813 1.7961 0.2291  0.092
C1 0.6536 1.6530 0.6874  -0.378
C2 0.1122 -1.2494 -0.2478  -0.313
C3 -1.1564 -1.4142 0.1031  0.009
H1 0.7094 1.9527 1.7378  0.146
H2 -0.6201 1.4116 -0.6659  0.120
H3 1.2553 -0.1935 -1.3294  0.077
H4 0.9385 -1.5107 0.4124  0.118
H5 -1.9457 -1.1301 -0.5851  0.065
H6 -1.4264 -1.8327 1.0652  0.055